This record from OMol25 describes a cluster of 11 separate species, C37H73N7O19 in total in a non-equilibrium geometry. The level of theory is the ωB97M-V functional and the def2-TZVPD basis.

Structure (XYZ):
```
136
Properties=species:S:1:pos:R:3:forces:R:3:mulliken_charge:R:1
C 1.07914 -1.37030 1.09304 0.1 0.2 1.4 -1.584
C 0.15412 -0.89412 0.01375 0.4 -2.3 0.0 0.662
C -0.83247 -1.95959 -0.52460 0.7 -0.4 -0.7 -0.469
O -2.03230 -1.20725 -0.89134 1.5 0.4 1.3 -0.321
C -1.97035 -0.10905 -0.08189 -2.1 3.0 -0.5 0.667
O -2.87985 0.72927 0.00333 2.8 -2.8 0.0 -0.622
O -0.73866 0.03634 0.52546 -2.1 1.2 -0.3 -0.292
H 0.54289 -1.54400 2.02597 -0.3 -0.4 -0.1 0.382
H 1.74839 -0.55618 1.37127 0.2 0.0 -0.3 0.350
H 1.68340 -2.24368 0.84773 -0.1 0.1 -0.2 0.384
H 0.86003 -0.49697 -0.71568 -0.8 0.4 -0.8 0.199
H -1.13268 -2.74032 0.17426 0.1 0.3 0.5 0.291
H -0.37833 -2.50455 -1.35217 -0.4 0.3 -0.4 0.348
C -3.08653 1.64971 -7.98518 0.3 0.2 -0.3 -1.530
C -2.88551 1.06195 -6.63303 0.0 -0.6 -0.8 0.602
C -2.46068 -0.39746 -6.68101 -0.6 0.4 0.8 -0.402
O -1.24883 -0.41306 -5.92388 -0.3 -0.7 -0.7 -0.322
C -0.91456 0.81866 -5.53219 1.5 0.3 1.5 0.655
O 0.04400 0.99976 -4.80239 -2.0 0.5 -1.6 -0.575
O -1.79838 1.74025 -6.03139 1.1 -0.4 1.3 -0.330
H -3.68139 0.99053 -8.61742 -1.0 0.6 0.3 0.400
H -2.18179 1.67712 -8.59246 0.5 0.3 0.5 0.371
H -3.41187 2.65300 -7.71009 -0.5 0.1 -1.3 0.363
H -3.81146 1.18517 -6.07131 0.2 0.2 0.4 0.198
H -2.37579 -0.69804 -7.72530 0.6 -0.4 0.2 0.282
H -3.21087 -0.98192 -6.14836 0.2 -0.4 -0.2 0.288
C -7.51081 2.20255 6.05527 1.7 0.6 -0.1 -1.412
C -6.15709 2.81774 5.53120 -1.1 -0.5 1.3 0.382
C -5.79365 2.61828 4.06634 -1.1 -0.7 0.7 -0.299
O -5.30917 3.87644 3.68378 1.0 1.0 -0.3 -0.285
C -5.47636 4.78001 4.69009 1.6 4.0 -0.7 0.641
O -5.05969 5.95913 4.70758 -1.4 -4.2 -0.5 -0.619
O -6.16671 4.23657 5.66008 -0.7 0.0 1.1 -0.349
H -7.61869 2.28132 7.13706 0.4 0.3 0.0 0.371
H -7.41774 1.13232 5.87073 -0.6 0.0 -0.4 0.373
H -8.36047 2.74415 5.63956 0.0 -0.5 -0.5 0.349
H -5.33058 2.47634 6.15445 0.0 -0.2 0.1 0.251
H -6.67934 2.37226 3.48057 0.1 0.0 -0.2 0.294
H -5.06346 1.81023 4.02173 0.2 0.3 -0.6 0.300
C -0.07692 4.59592 4.95424 -0.4 -0.6 0.5 -1.532
C -0.78182 3.24791 5.12734 -0.1 1.9 0.0 0.551
C 0.11793 2.04464 5.08511 0.6 0.3 -0.6 -0.193
O -0.08175 1.44785 6.31220 -0.3 -1.8 2.2 -0.349
C -0.93762 2.12378 7.09675 -1.8 -0.6 0.7 0.683
O -1.39112 1.78226 8.16397 1.3 0.2 -1.2 -0.577
O -1.37804 3.20170 6.43898 0.1 0.3 -0.4 -0.398
H 0.65312 4.77163 5.74434 0.4 -0.4 -0.1 0.351
H -0.78986 5.40111 5.13171 -0.1 0.0 -0.7 0.386
H 0.39128 4.56440 3.97043 0.0 0.6 0.0 0.405
H -1.57050 3.17124 4.37887 -0.2 0.0 0.2 0.195
H 1.18463 2.26833 5.09927 0.0 0.3 -0.8 0.224
H -0.18642 1.39315 4.26594 0.4 -0.3 0.1 0.254
C 1.08630 4.36332 -1.24198 0.2 0.4 0.4 0.331
O 2.02807 4.48318 -0.46184 -0.6 -0.4 -0.8 -0.686
N 0.55253 5.38155 -1.95990 0.6 0.9 -0.4 0.081
C -0.73992 5.36023 -2.67945 0.8 0.0 0.6 -0.882
C 1.31335 6.67069 -2.06035 -0.9 -0.6 0.6 -0.938
H 0.57566 3.40959 -1.44658 -0.1 -0.1 0.3 0.264
H -0.54330 5.60438 -3.72340 -0.3 0.2 0.0 0.310
H -1.38396 6.08326 -2.17891 -0.1 0.3 -0.4 0.329
H -1.29083 4.42076 -2.63478 0.5 -0.3 0.1 0.280
H 0.63213 7.48262 -1.80578 0.0 0.1 -0.2 0.324
H 2.12664 6.71170 -1.33580 -0.1 -0.4 -0.1 0.291
H 1.70797 6.82529 -3.06457 -0.1 -0.1 -0.1 0.301
C -4.66302 -3.11388 4.40169 0.7 2.0 -1.7 0.163
O -3.74323 -2.38594 3.98618 -1.3 -1.8 1.0 -0.605
N -5.64547 -3.61202 3.60085 -0.9 0.0 1.5 0.098
C -6.90972 -4.04134 4.16674 0.1 -0.7 0.6 -0.944
C -5.64754 -3.70131 2.18272 0.5 0.7 -0.8 -0.918
H -4.86629 -3.34757 5.45822 0.3 0.1 0.0 0.311
H -7.13865 -5.01851 3.74149 -0.4 0.0 0.0 0.338
H -7.73589 -3.35013 4.00011 0.1 0.2 -0.5 0.317
H -6.89127 -4.15841 5.25028 0.5 0.0 0.0 0.313
H -6.59118 -3.36590 1.75244 -0.2 0.0 0.2 0.328
H -4.90203 -3.02146 1.77026 0.3 -0.4 0.0 0.301
H -5.51441 -4.74771 1.90807 0.3 0.0 -0.4 0.298
C 6.84601 -4.54521 1.63106 -0.3 1.4 3.2 0.220
O 6.58337 -4.49553 2.84695 -0.4 -0.3 -1.9 -0.660
N 8.00684 -5.00593 1.19701 0.4 -0.7 -1.7 0.098
C 8.22029 -4.99653 -0.25496 1.1 0.2 -0.5 -0.939
C 8.91149 -5.81999 2.00405 0.9 0.0 -0.9 -0.918
H 6.26567 -4.03682 0.84561 -0.3 -0.3 0.1 0.309
H 7.92151 -5.87708 -0.82369 -0.2 -0.4 0.5 0.346
H 9.27716 -4.85891 -0.48344 0.3 -0.2 0.4 0.341
H 7.80683 -4.15417 -0.80957 -0.6 0.2 0.7 0.253
H 9.00436 -6.77488 1.48669 -0.2 -0.4 0.3 0.326
H 9.91643 -5.40419 1.93125 0.1 0.3 0.0 0.316
H 8.72121 -5.94064 3.07051 -0.8 0.2 -0.4 0.313
C 5.32806 -0.28422 -2.81515 1.5 -2.1 1.7 0.118
O 5.66373 -0.91879 -1.79579 -1.0 1.3 -1.3 -0.663
N 6.13305 -0.14901 -3.87811 0.3 -0.6 -0.2 0.099
C 5.62545 0.61689 -4.97745 -0.4 -0.7 -0.9 -1.008
C 7.55262 -0.59230 -3.94170 -0.8 1.5 0.8 -0.886
H 4.33520 0.15514 -2.99788 0.0 0.0 0.3 0.359
H 6.30642 0.38748 -5.79705 0.2 1.2 -0.1 0.336
H 5.38608 1.63933 -4.68519 0.7 0.3 -0.5 0.322
H 4.69887 0.20738 -5.37976 -0.3 -0.2 0.3 0.369
H 7.80041 -1.11009 -3.01510 -0.1 -0.2 -0.4 0.287
H 7.83206 -1.08692 -4.87195 -0.5 -0.5 0.2 0.279
H 8.10293 0.34856 -3.94891 0.5 0.0 0.1 0.386
C 2.71720 -6.67496 -2.39264 0.4 1.5 -0.9 0.173
O 2.49136 -5.65544 -1.75341 0.0 -1.0 0.0 -0.627
N 1.91629 -7.72249 -2.56246 -0.8 -2.0 0.2 0.132
C 2.26044 -8.90264 -3.36657 1.4 0.7 -0.3 -0.923
C 0.69484 -7.84950 -1.83419 -1.8 0.7 0.5 -0.986
H 3.57628 -6.76690 -3.07507 0.4 0.1 0.3 0.257
H 1.43673 -9.29507 -3.96290 -0.1 0.2 0.3 0.340
H 2.75962 -9.69284 -2.80577 -0.6 -0.2 0.5 0.343
H 3.05968 -8.62957 -4.05558 -0.2 0.3 -0.3 0.298
H 0.59048 -7.19455 -0.96917 0.9 -0.2 0.2 0.316
H -0.15938 -7.48410 -2.40416 -0.1 -0.1 -0.6 0.318
H 0.42843 -8.86870 -1.55429 0.5 -0.1 0.0 0.358
C -7.80541 3.94872 -1.06858 1.0 0.3 0.4 0.293
O -8.15649 5.01989 -0.62325 -0.4 -0.2 0.1 -0.609
N -8.28059 3.30410 -2.12665 -1.2 -2.0 -2.7 0.035
C -9.50093 3.68300 -2.86718 0.6 0.9 0.7 -0.911
C -7.58085 2.16595 -2.79199 0.1 0.9 0.8 -0.901
H -6.96170 3.35535 -0.68352 0.2 0.2 0.5 0.228
H -9.37369 3.89633 -3.92850 0.7 -0.1 -0.1 0.317
H -9.78778 4.63693 -2.42465 -0.6 -0.3 0.1 0.329
H -10.25025 2.89205 -2.83517 -0.1 0.1 0.5 0.289
H -7.01005 2.59417 -3.61595 -0.3 -0.3 -0.5 0.363
H -6.83631 1.64475 -2.19023 -0.2 0.3 0.5 0.286
H -8.31595 1.41594 -3.08388 0.0 0.2 -0.3 0.281
C 8.31917 0.40330 1.68962 1.5 0.2 -0.9 0.202
O 9.47318 0.27945 1.24849 -1.6 0.4 0.8 -0.641
N 7.74626 1.59500 2.02583 -1.0 -2.2 0.2 0.126
C 6.32321 1.71788 2.34226 0.2 0.0 0.1 -1.016
C 8.44988 2.79638 1.98144 1.1 2.2 -0.1 -1.044
H 7.68400 -0.48758 1.81241 -0.2 0.3 0.1 0.304
H 5.74446 0.87865 1.95648 0.2 0.0 0.1 0.345
H 5.92735 2.63506 1.90617 0.1 -0.1 -0.3 0.366
H 6.16951 1.83280 3.41523 0.0 -0.2 0.2 0.307
H 8.03678 3.50545 2.69884 -0.2 -0.1 0.1 0.400
H 9.51204 2.75889 2.22333 -0.1 -0.6 -0.2 0.317
H 8.35148 3.28172 1.01043 0.1 0.1 -0.3 0.332
```
Positions in Å, forces in eV/Å.

Frontier orbital gap   8.832 eV
Relative energy (zero: lowest compared OMol25 entry of this formula, charge and spin)   171.53 kcal per mole
HOMO energy   -8.811 eV
M   920.021 g/mol
Structure (SMILES)   C[C@H]1COC(=O)O1.C[C@H]1COC(=O)O1.C[C@H]1COC(=O)O1.C[C@H]1COC(=O)O1.CN(C)C=O.CN(C)C=O.CN(C)C=O.CN(C)C=O.CN(C)C=O.CN(C)C=O.CN(C)C=O